1.
Molecular formula: C35H50CsN3OPS7
Method: DFT, ωB97M-V/def2-TZVPD

The calculation puts the LUMO energy at 0.0597 Eh. The energy above the lowest of the compared OMol25 structures with the same formula, charge and spin is 59.35 kJ/mol. Its charge is -1. The calculation puts the HOMO-LUMO gap at 4.55 eV.

Element x y z (Å)
Cs 0.536 0.739 -0.019
C -3.066 1.769 4.724
C -2.306 0.460 4.935
S -1.178 0.120 3.559
C -1.775 -1.453 2.896
C -3.102 -1.363 2.144
S -2.898 -0.415 0.599
C -3.918 1.073 0.816
C -3.484 2.052 1.906
S -4.371 1.709 3.471
H -2.377 2.573 4.466
H -3.580 2.050 5.646
H -2.994 -0.378 5.060
H -1.697 0.543 5.838
H -1.817 -2.193 3.702
H -0.990 -1.765 2.203
H -3.869 -0.884 2.751
H -3.459 -2.359 1.867
H -4.954 0.758 0.953
H -3.847 1.563 -0.157
H -3.718 3.071 1.605
H -2.412 1.993 2.077
S -0.635 3.549 0.610
C 0.693 4.393 1.425
C 0.843 5.774 1.207
C 1.837 6.526 1.815
C 2.735 5.905 2.677
C 2.611 4.544 2.909
C 1.612 3.767 2.306
S 1.491 2.050 2.735
H 0.144 6.247 0.529
H 1.907 7.591 1.620
H 3.519 6.474 3.165
H 3.297 4.046 3.585
C -1.929 1.270 -5.409
C -1.682 1.132 -3.909
C -2.964 0.671 -3.207
C -1.293 2.511 -3.346
P -0.275 0.019 -3.357
C 1.101 0.575 -4.449
C 1.215 0.355 -5.825
C 2.313 0.815 -6.536
C 3.324 1.514 -5.887
C 3.231 1.746 -4.524
C 2.131 1.274 -3.817
C -0.591 -1.773 -3.830
C 0.785 -2.450 -3.868
C -1.369 -2.360 -2.639
C -1.360 -2.090 -5.110
H -2.760 1.966 -5.566
H -2.196 0.326 -5.885
H -1.058 1.682 -5.920
H -3.730 1.446 -3.305
H -2.800 0.499 -2.140
H -3.363 -0.248 -3.643
H -2.043 3.251 -3.642
H -0.326 2.844 -3.730
H -1.244 2.513 -2.255
H 0.439 -0.180 -6.356
H 2.379 0.629 -7.602
H 4.181 1.873 -6.444
H 4.012 2.285 -4.003
H 2.077 1.453 -2.749
H 1.389 -2.176 -2.998
H 1.349 -2.182 -4.761
H 0.652 -3.537 -3.857
H -0.829 -2.215 -1.702
H -1.507 -3.438 -2.785
H -2.355 -1.907 -2.526
H -0.875 -1.703 -6.006
H -2.379 -1.702 -5.075
H -1.428 -3.178 -5.222
N -0.183 -8.439 0.541
C 0.496 -7.598 -0.294
O 1.175 -8.002 -1.213
C 0.328 -6.121 -0.023
C 1.272 -5.251 -0.535
C 1.131 -3.893 -0.283
N 0.110 -3.383 0.402
C -0.802 -4.224 0.878
C -0.732 -5.600 0.701
H 0.046 -9.415 0.449
H -0.466 -8.119 1.450
H 2.102 -5.634 -1.114
H 1.870 -3.180 -0.638
H -1.635 -3.784 1.414
H -1.519 -6.229 1.097
S 3.588 -0.561 0.005
C 3.741 -0.819 1.649
N 3.812 0.099 2.599
C 3.698 -0.382 3.974
C 4.091 -1.862 3.992
S 3.807 -2.453 2.302
H 3.259 0.999 2.448
H 2.673 -0.222 4.315
H 4.356 0.200 4.619
H 3.477 -2.433 4.685
H 5.140 -2.002 4.245

2.
Molecular formula: C35H50NO3Si2
Method: DFT, ωB97M-V/def2-TZVPD

The calculation puts the LUMO energy at -0.2103 Eh. Its charge is +1. The calculation puts the HOMO-LUMO gap at 4.33 eV.

Element x y z (Å)
C -3.116 -3.266 -3.723
C -3.853 -2.257 -2.837
C -4.180 -1.006 -3.656
C -5.150 -2.873 -2.309
Si -2.750 -1.792 -1.319
C -2.306 -3.366 -0.426
C -1.318 -0.809 -1.948
O -3.834 -0.955 -0.288
N -3.534 -0.045 0.700
O -2.343 0.675 0.284
Si -3.080 2.236 0.091
C -3.908 2.101 -1.570
C -4.267 2.454 1.515
C -1.753 3.629 0.093
C -1.665 4.261 -1.303
C -0.386 3.059 0.485
C -2.169 4.717 1.091
C -3.214 -0.741 1.878
C -2.282 -0.156 2.885
C -3.807 -1.957 1.994
H -2.877 -4.193 -3.190
H -3.762 -3.530 -4.574
H -2.184 -2.857 -4.132
H -4.733 -0.265 -3.067
H -3.283 -0.532 -4.072
H -4.817 -1.300 -4.502
H -5.699 -2.174 -1.668
H -5.800 -3.117 -3.159
H -4.970 -3.800 -1.753
H -1.746 -4.031 -1.099
H -1.660 -3.140 0.434
H -3.194 -3.898 -0.059
H -0.733 -1.465 -2.610
H -1.607 0.081 -2.523
H -0.659 -0.510 -1.121
H -4.351 3.071 -1.833
H -3.212 1.811 -2.367
H -4.716 1.360 -1.525
H -4.935 3.304 1.327
H -4.877 1.538 1.563
H -3.783 2.605 2.488
H -2.620 4.707 -1.605
H -0.912 5.063 -1.298
H -1.363 3.533 -2.065
H -0.389 2.606 1.486
H -0.016 2.327 -0.244
H 0.351 3.871 0.513
H -2.217 4.339 2.118
H -1.435 5.536 1.076
H -3.146 5.148 0.834
H -2.313 -0.794 3.785
H -1.250 -0.164 2.495
H -2.553 0.852 3.241
H -3.693 -2.480 2.932
H -4.516 -2.304 1.264
C 7.862 -3.326 -2.787
O 6.824 -3.824 -1.922
C 6.007 -2.935 -1.301
C 5.054 -3.465 -0.393
C 4.262 -2.623 0.357
C 4.347 -1.216 0.220
C 3.631 -0.327 1.099
C 3.327 1.057 0.802
C 3.012 1.724 2.037
C 2.888 3.100 2.091
C 3.007 3.832 0.905
C 3.229 3.181 -0.324
C 3.386 1.793 -0.380
C 3.037 0.729 3.098
C 3.402 -0.536 2.516
C 3.656 -1.622 3.357
C 3.482 -1.468 4.738
C 3.134 -0.225 5.296
C 2.926 0.891 4.473
C 5.253 -0.707 -0.745
C 6.058 -1.535 -1.509
H 8.389 -4.219 -3.125
H 7.432 -2.795 -3.646
H 8.551 -2.664 -2.247
H 5.003 -4.547 -0.280
H 3.549 -3.045 1.061
H 2.685 3.583 3.052
H 2.894 4.915 0.923
H 3.307 3.768 -1.244
H 3.567 1.286 -1.325
H 4.008 -2.561 2.946
H 3.641 -2.323 5.399
H 3.008 -0.125 6.376
H 2.666 1.870 4.874
H 5.362 0.369 -0.866
H 6.741 -1.113 -2.251

3.
Molecular formula: C35H51CsN7Si2
Method: DFT, ωB97M-V/def2-TZVPD

The calculation puts the LUMO energy at 0.0752 Eh. The energy above the lowest of the compared OMol25 structures with the same formula, charge and spin is 0.00 kJ/mol. Its charge is -1. The calculation puts the HOMO-LUMO gap at 5.77 eV.

Element x y z (Å)
Cs -0.084 0.050 -0.197
C 5.969 1.024 0.659
C 4.841 1.679 0.177
C 3.798 0.965 -0.389
C 3.845 -0.433 -0.491
C 4.995 -1.080 -0.013
C 6.035 -0.360 0.555
N 2.726 -1.119 -0.931
C 2.776 -1.986 -1.915
C 3.927 -2.158 -2.782
C 3.946 -3.040 -3.813
C 2.827 -3.857 -4.115
C 1.712 -3.728 -3.343
C 1.643 -2.825 -2.255
N 0.474 -2.695 -1.525
N -0.427 -3.550 -1.776
C -1.687 -3.321 -1.171
C -2.536 -4.436 -1.157
C -3.833 -4.287 -0.721
C -4.263 -3.031 -0.306
C -3.351 -1.991 -0.333
N -2.091 -2.121 -0.754
H 6.778 1.582 1.112
H 4.765 2.758 0.249
H 2.922 1.483 -0.759
H 5.047 -2.160 -0.080
H 6.905 -0.889 0.927
H 4.790 -1.531 -2.598
H 4.834 -3.104 -4.433
H 2.851 -4.536 -4.956
H 0.826 -4.307 -3.559
H -2.151 -5.380 -1.517
H -4.505 -5.137 -0.711
H -5.275 -2.853 0.030
H -3.648 -0.998 -0.014
C -2.114 -1.853 4.453
N -1.851 -2.188 3.066
C -2.581 -3.385 2.700
C -0.434 -2.385 2.803
C 0.421 -1.193 3.214
N 1.626 -1.078 2.417
C 2.443 -2.274 2.433
C 2.400 0.079 2.820
H -1.753 -2.639 5.143
H -3.188 -1.738 4.602
H -1.636 -0.914 4.726
H -2.309 -4.242 3.344
H -2.362 -3.656 1.668
H -3.654 -3.213 2.789
H -0.312 -2.555 1.728
H -0.073 -3.300 3.312
H 0.668 -1.256 4.292
H -0.163 -0.277 3.079
H 2.768 -2.538 3.458
H 3.327 -2.107 1.821
H 1.907 -3.123 2.011
H 2.742 0.002 3.870
H 1.798 0.985 2.726
H 3.276 0.183 2.180
C -3.734 1.660 1.114
Si -3.246 2.430 -0.540
C -4.005 1.276 -1.838
C -4.276 4.016 -0.652
C -1.470 2.790 -0.793
C -0.701 3.181 0.355
C 0.326 4.175 0.312
C 1.089 4.466 1.413
C 0.846 3.806 2.621
C -0.175 2.877 2.612
N -0.903 2.545 1.550
Si -0.785 3.110 -2.455
C -0.981 4.882 -3.100
C 1.067 2.725 -2.556
C -1.523 2.023 -3.809
H -4.805 1.432 1.075
H -3.545 2.350 1.936
H -3.187 0.746 1.355
H -4.991 0.961 -1.481
H -3.413 0.377 -2.021
H -4.154 1.769 -2.799
H -5.344 3.832 -0.502
H -4.145 4.489 -1.629
H -3.942 4.731 0.104
H 0.481 4.736 -0.599
H 1.860 5.226 1.343
H 1.414 4.005 3.520
H -0.419 2.339 3.528
H -0.456 5.607 -2.475
H -2.036 5.168 -3.106
H -0.599 4.980 -4.121
H 1.639 3.135 -1.723
H 1.482 3.147 -3.476
H 1.273 1.649 -2.590
H -2.518 2.337 -4.125
H -1.582 0.973 -3.515
H -0.868 2.086 -4.683

4.
Molecular formula: C35H52AsOOsP3
Method: DFT, ωB97M-V/def2-TZVPD

The calculation puts the LUMO energy (spin up / spin down) at -0.3997 / -0.5485 Eh. The multiplicity is 5. The energy above the lowest of the compared OMol25 structures with the same formula, charge and spin is 601.02 kJ/mol. As for the expectation value of S²: 6.059. Its charge is +4. The calculation puts the HOMO-LUMO gap (spin up / spin down) at 6.11 / 3.70 eV.

Element x y z (Å)
Os -0.783 -0.064 -1.031
P -2.960 -0.110 0.046
P -1.587 -2.195 -1.674
P -0.769 2.102 0.045
H -1.351 -0.336 -3.668
C -0.796 0.585 -3.394
C 0.583 0.666 -3.741
H 1.334 -0.182 -3.806
C -4.231 0.645 -1.050
C -3.748 -1.754 0.421
C -3.679 0.604 1.610
C 0.120 -2.177 -2.338
C -1.856 -3.967 -1.190
C -2.826 -1.980 -3.025
C 0.819 3.011 0.023
C -1.008 2.428 1.848
C -1.921 3.232 -0.768
H -1.456 1.500 -3.442
H 1.055 1.654 -4.089
H -5.191 0.200 -0.764
H -4.052 0.463 -2.112
H -4.287 1.733 -0.904
H -4.727 -1.530 0.873
H -3.150 -2.309 1.160
H -3.905 -2.382 -0.464
H -3.700 1.699 1.571
H -3.182 0.264 2.538
H -4.722 0.229 1.647
H 0.022 -1.949 -3.411
H 0.535 -3.191 -2.119
H 0.702 -1.298 -1.841
H -2.683 -4.377 -1.802
H -2.059 -4.118 -0.113
H -0.931 -4.505 -1.456
H -2.422 -2.607 -3.837
H -2.880 -0.935 -3.362
H -3.829 -2.342 -2.722
H 0.905 3.695 0.887
H 0.812 3.614 -0.891
H 1.672 2.315 0.052
H -0.482 3.366 2.069
H -0.528 1.655 2.458
H -2.051 2.561 2.128
H -1.374 4.140 -1.033
H -2.729 3.493 -0.077
H -2.344 2.808 -1.683
C 3.661 3.140 -2.325
C 2.290 3.149 -2.660
C 1.657 4.366 -2.990
C 2.401 5.564 -2.952
C 3.793 5.490 -2.765
C 4.449 4.252 -2.696
O 4.114 2.033 -1.591
H 4.382 2.288 -0.685
H 1.735 2.197 -2.664
H 0.580 4.345 -3.221
H 1.866 6.510 -3.080
H 4.401 6.409 -2.779
H 5.497 4.161 -3.031
C 4.100 -3.495 -0.079
C 3.546 -2.629 -1.010
C 2.503 -1.792 -0.630
C 1.836 -1.977 0.579
C 2.436 -2.777 1.561
C 3.578 -3.529 1.221
As 0.176 -0.948 0.994
C -0.796 -2.228 2.251
C -1.682 -1.785 3.244
C -2.466 -2.707 3.943
C -2.309 -4.073 3.729
C -1.371 -4.519 2.799
C -0.622 -3.604 2.052
C 1.246 0.031 2.452
C 1.000 -0.032 3.827
C 1.762 0.776 4.676
C 2.775 1.585 4.164
C 3.070 1.570 2.798
C 2.323 0.757 1.941
H 4.941 -4.123 -0.362
H 3.914 -2.568 -2.024
H 2.211 -1.002 -1.324
H 2.029 -2.819 2.581
H 4.037 -4.164 1.983
H -1.736 -0.726 3.494
H -3.205 -2.334 4.651
H -2.924 -4.783 4.280
H -1.242 -5.588 2.651
H 0.108 -3.980 1.326
H 0.239 -0.687 4.245
H 1.537 0.775 5.741
H 3.332 2.239 4.835
H 3.870 2.192 2.403
H 2.597 0.686 0.884

5.
Molecular formula: C35H52ClPRu
Method: DFT, ωB97M-V/def2-TZVPD

The calculation puts the LUMO energy (spin up / spin down) at 0.0169 / -0.0497 Eh. The multiplicity is 5. The energy above the lowest of the compared OMol25 structures with the same formula, charge and spin is 0.00 kJ/mol. As for the expectation value of S²: 6.026. Its charge is 0. The calculation puts the HOMO-LUMO gap (spin up / spin down) at 6.57 / 5.84 eV.

Element x y z (Å)
Ru 0.041 -0.373 1.152
P -0.438 -0.249 -1.152
Cl -2.315 -0.654 1.359
C 0.218 -2.188 1.053
H 1.155 -2.750 0.985
H -0.686 -2.801 1.150
C -1.473 1.291 -1.247
C -1.514 -1.689 -1.639
C -1.753 1.916 -2.623
H -2.419 0.932 -0.814
C -2.744 3.082 -2.483
H -0.818 2.297 -3.053
H -2.147 1.170 -3.319
C -2.219 4.145 -1.510
H -2.935 3.525 -3.468
H -3.704 2.692 -2.115
C -1.899 3.529 -0.142
H -1.308 4.596 -1.928
H -2.952 4.953 -1.399
C -0.921 2.355 -0.276
H -1.479 4.284 0.532
H -2.822 3.161 0.323
H 0.052 2.717 -0.633
H -0.764 1.919 0.724
C 0.909 -0.188 -2.448
C -0.689 -2.946 -1.967
H -2.025 -1.871 -0.685
C -1.609 -4.172 -2.045
H -0.165 -2.832 -2.924
H 0.078 -3.100 -1.198
C -2.726 -3.954 -3.074
H -1.022 -5.063 -2.299
H -2.054 -4.349 -1.056
C -3.530 -2.687 -2.755
H -2.281 -3.860 -4.075
H -3.390 -4.826 -3.102
C -2.624 -1.447 -2.676
H -4.309 -2.528 -3.510
H -4.038 -2.814 -1.789
H -2.208 -1.238 -3.668
H -3.224 -0.579 -2.383
C 1.824 1.046 -2.339
H 1.514 -1.077 -2.205
C 3.032 0.923 -3.279
H 1.249 1.943 -2.603
H 2.177 1.180 -1.317
C 2.597 0.715 -4.733
H 3.660 1.817 -3.190
H 3.646 0.070 -2.956
C 1.652 -0.486 -4.850
H 2.077 1.617 -5.087
H 3.472 0.579 -5.379
C 0.444 -0.341 -3.912
H 1.303 -0.600 -5.883
H 2.197 -1.406 -4.594
H -0.135 0.540 -4.206
H -0.211 -1.206 -4.027
C 2.175 0.826 1.158
C 2.449 -0.472 0.777
H 1.803 1.529 0.417
C 3.247 -1.390 1.666
H 2.375 -0.752 -0.270
C 3.267 -0.914 3.121
H 2.875 -2.420 1.599
H 4.275 -1.426 1.269
C 3.703 0.554 3.177
H 2.263 -1.012 3.548
H 3.947 -1.541 3.708
C 2.725 1.461 2.411
H 3.779 0.894 4.216
H 4.707 0.640 2.738
H 1.900 1.763 3.063
H 3.234 2.383 2.098
C -1.082 2.462 6.080
C -0.975 2.714 4.711
C -0.629 1.686 3.830
C -0.383 0.392 4.301
C -0.050 -0.661 3.415
C 0.119 -1.958 3.976
C 0.016 -2.186 5.345
C -0.287 -1.143 6.206
C -0.500 0.142 5.699
C -0.844 1.182 6.575
H -1.354 3.260 6.759
H -1.164 3.709 4.332
H -0.551 1.908 2.788
H 0.350 -2.821 3.378
H 0.167 -3.184 5.739
H -0.372 -1.346 7.267
H -0.937 1.000 7.639

Which value of charge does entry 1 give? -1